Record 1
55
Properties=species:S:1:pos:R:3 method="wB97M-V/def2-TZVPD" charge=+1 orbital_gap_ev="6.78 / 7.71" multiplicity=3 e_lumo_ev="-4.248 / -4.905" de_lowest_kcal_mol=16.6 homo_energy_ev="-11.023 / -12.617"
W -0.076 0.473 -0.560
C 4.237 -0.559 -0.841
C 4.540 -0.886 0.469
C 3.591 -0.678 1.460
C 2.367 -0.153 1.102
N 2.075 0.168 -0.179
C 2.988 -0.038 -1.131
C 1.313 0.226 2.064
C 1.382 0.189 3.444
C 0.389 0.837 4.170
C -0.573 1.607 3.528
C -0.585 1.616 2.145
N 0.261 0.818 1.471
C -1.282 2.553 1.250
C -2.175 3.512 1.666
C -2.640 4.437 0.734
C -2.183 4.373 -0.563
C -1.298 3.365 -0.921
N -0.853 2.473 -0.036
H 4.950 -0.703 -1.640
H 5.507 -1.298 0.724
H 3.807 -0.924 2.490
H 2.693 0.221 -2.139
H 2.204 -0.300 3.947
H 0.415 0.811 5.251
H -1.262 2.216 4.094
H -2.506 3.551 2.694
H -3.348 5.197 1.036
H -2.517 5.065 -1.322
H -0.951 3.260 -1.938
O 0.639 -0.450 -3.998
P -0.328 0.736 -3.574
O -0.695 1.667 -4.623
O 0.409 1.311 -2.297
O -1.517 -0.096 -2.860
P -2.768 0.481 -1.943
O -3.888 -0.594 -2.144
O -3.167 1.830 -2.320
O -2.127 0.272 -0.538
H 0.611 -0.614 -4.950
H -3.682 -1.463 -1.774
C -0.611 -2.986 1.310
C -0.241 -2.766 -0.150
O -0.043 -1.426 -0.423
C -1.369 -3.307 -1.063
F -2.549 -2.763 -0.674
F -1.501 -4.628 -0.964
F -1.188 -2.989 -2.338
C 1.092 -3.485 -0.474
F 2.070 -2.961 0.293
F 1.037 -4.789 -0.212
F 1.455 -3.317 -1.744
H -1.480 -2.373 1.543
H 0.223 -2.690 1.944
H -0.847 -4.030 1.504


Record 2
44
Properties=species:S:1:pos:R:3 method="wB97M-V/def2-TZVPD" charge=+1 orbital_gap_ev="6.69 / 7.36" multiplicity=3 e_lumo_ev="-4.638 / -4.372" de_lowest_kcal_mol=0.0 homo_energy_ev="-11.325 / -11.730"
Mo 0.909 0.235 -0.302
O 1.667 2.131 -0.453
N 0.947 3.176 -0.229
N -0.229 2.880 0.106
O -0.569 1.605 0.206
C -1.246 3.891 0.279
C -2.538 3.476 0.548
C -3.512 4.450 0.711
C -3.184 5.792 0.609
C -1.877 6.177 0.341
C -0.886 5.226 0.172
H -2.774 2.426 0.627
H -4.530 4.151 0.921
H -3.950 6.545 0.740
H -1.625 7.226 0.265
H 0.134 5.514 -0.034
O 4.245 -0.362 -2.362
C 3.553 -0.747 -1.472
O 2.208 -0.500 -1.487
C 3.996 -1.611 -0.345
C 5.165 -2.341 -0.559
C 5.656 -3.198 0.406
C 4.980 -3.328 1.613
C 3.828 -2.601 1.846
C 3.323 -1.739 0.871
S 1.857 -0.889 1.388
H 5.674 -2.212 -1.505
H 6.561 -3.760 0.223
H 5.351 -3.995 2.379
H 3.313 -2.698 2.793
C -4.191 -3.704 -0.770
C -3.000 -2.810 -0.632
C -2.055 -2.703 -1.649
C -0.983 -1.850 -1.502
N -0.809 -1.110 -0.394
C -1.705 -1.208 0.599
C -2.800 -2.036 0.512
H -3.948 -4.597 -1.343
H -4.984 -3.175 -1.303
H -4.582 -3.999 0.202
H -2.146 -3.283 -2.557
H -0.231 -1.755 -2.275
H -1.521 -0.604 1.478
H -3.493 -2.086 1.340


Record 3
42
Properties=species:S:1:pos:R:3 method="wB97M-V/def2-TZVPD" orbital_gap_ev="6.95 / 5.82" multiplicity=3 e_lumo_ev="0.566 / -2.608" homo_energy_ev="-6.381 / -8.430"
Pt 1.033 -1.464 0.406
C 3.704 -1.325 2.107
O 2.809 -0.675 1.185
C 2.812 0.711 1.100
C 3.737 1.499 1.744
C 3.680 2.883 1.579
C 2.705 3.462 0.782
C 1.766 2.676 0.143
C 1.792 1.282 0.292
N 0.885 0.430 -0.287
N -0.142 1.049 -0.904
C -1.230 0.332 -1.176
C -1.492 -1.077 -0.933
O -0.631 -1.957 -0.515
C -2.763 -1.624 -1.292
C -3.735 -0.893 -1.879
C -3.515 0.489 -2.183
C -4.504 1.250 -2.821
C -4.293 2.576 -3.117
C -3.082 3.180 -2.772
C -2.102 2.451 -2.138
C -2.291 1.091 -1.838
H 3.449 -1.030 3.126
H 4.727 -1.044 1.860
H 3.555 -2.390 1.953
H 4.498 1.066 2.374
H 4.408 3.500 2.086
H 2.676 4.534 0.658
H 1.000 3.103 -0.485
H -2.899 -2.672 -1.070
H -4.688 -1.339 -2.132
H -5.440 0.773 -3.080
H -5.064 3.151 -3.613
H -2.915 4.225 -2.998
H -1.169 2.915 -1.856
C -0.074 -4.840 2.638
O -0.056 -3.567 1.983
C 1.083 -3.258 1.318
O 2.036 -4.013 1.337
H 0.605 -4.841 3.492
H 0.223 -5.634 1.953
H -1.098 -4.985 2.972


Record 4
43
Properties=species:S:1:pos:R:3 method="wB97M-V/def2-TZVPD" orbital_gap_ev=7.36 e_lumo_ev=-1.059 de_lowest_kcal_mol=52.9 homo_energy_ev=-8.421
C 5.674 -4.358 0.053
C 4.536 -3.410 -0.223
C 3.499 -3.796 -1.085
C 2.368 -2.977 -1.121
C 1.205 -3.291 -2.037
C 2.398 -1.760 -0.449
C 3.484 -1.487 0.366
N 4.505 -2.340 0.521
S 3.266 0.018 1.266
C 1.673 0.293 0.560
C 0.691 1.298 0.803
O 1.039 2.193 1.531
N -0.566 1.238 0.186
C -1.588 2.194 0.478
C -1.425 3.526 0.027
C -2.419 4.450 0.349
C -3.631 4.089 0.928
N -4.612 5.070 1.224
O -4.549 6.134 0.614
O -5.485 4.827 2.072
C -3.797 2.744 1.314
C -2.779 1.773 1.123
C -2.928 0.388 1.781
C -0.736 0.283 -0.791
C -1.987 0.274 -1.647
N 0.150 -0.664 -1.038
C 1.370 -0.689 -0.381
H 6.347 -4.446 -0.778
H 5.293 -5.356 0.147
H 6.244 -4.086 0.934
H 3.477 -4.705 -1.669
H 0.295 -3.250 -1.440
H 1.107 -2.562 -2.806
H 1.229 -4.307 -2.473
H -0.519 3.927 -0.421
H -2.213 5.479 0.054
H -4.726 2.446 1.780
H -3.147 0.512 2.851
H -3.775 -0.134 1.322
H -2.040 -0.248 1.651
H -1.865 -0.497 -2.404
H -2.840 -0.014 -1.033
H -2.223 1.225 -2.137


Record 5
50
Properties=species:S:1:pos:R:3 method="wB97M-V/def2-TZVPD" charge=+2 orbital_gap_ev=7.33 e_lumo_ev=-7.195 de_lowest_kcal_mol=4.9 homo_energy_ev=-14.527
Zr 0.828 -0.067 0.623
O 1.425 -1.456 2.378
C 1.851 -0.584 3.481
C 0.746 0.409 3.768
N 0.500 1.302 2.596
C 1.432 2.460 2.578
C 2.080 2.570 1.207
O 2.362 3.570 0.637
O 2.247 1.320 0.678
C -0.932 1.697 2.492
C -1.704 0.704 1.613
O -2.753 0.945 1.108
O -0.989 -0.434 1.435
H 0.735 -2.060 2.700
H 2.097 -1.201 4.342
H 2.765 -0.108 3.126
H -0.177 -0.128 3.984
H 1.006 1.002 4.648
H 0.926 3.388 2.835
H 2.225 2.304 3.311
H -1.425 1.729 3.466
H -1.014 2.688 2.048
Se -4.605 -1.568 -4.712
N -3.880 -0.058 -4.099
C -2.910 -0.414 -3.299
C -2.068 0.547 -2.590
C -2.227 1.928 -2.737
C -1.392 2.787 -2.058
C -0.434 2.253 -1.210
N -0.293 0.935 -1.037
C -1.074 0.076 -1.742
C -0.839 -1.370 -1.579
N 0.171 -1.768 -0.763
C 0.402 -3.070 -0.607
C -0.350 -4.048 -1.245
C -1.380 -3.656 -2.068
C -1.635 -2.293 -2.246
C -2.702 -1.813 -3.122
N -3.497 -2.613 -3.782
H -3.001 2.301 -3.395
H -1.469 3.859 -2.168
H 0.251 2.893 -0.666
H 1.227 -3.340 0.040
H -0.114 -5.090 -1.085
H -1.996 -4.381 -2.586
Br 3.572 -1.516 0.171
C 4.097 -0.354 -1.301
Br 2.612 0.045 -2.440
H 4.847 -0.889 -1.868
H 4.456 0.566 -0.861


The calculation returns the following electronic energy values, one per record and in order: -2849.0458, -1664.9886, -1263.3219, -1576.5026, -8980.4084 a.u..